Computed, not measured: the molecule C10H10O2S at a distorted geometry, with ωB97M-V with the def2-TZVPD basis set.

- gap between HOMO and LUMO (spin up / spin down) (eV) = 7.20 / 7.65
- ΔE to the lowest compared entry with this formula, charge and spin (kJ/mol) = 780.4
- multiplicity = 1
- LUMO (spin up / spin down) (eV) = -0.3 / 0.1

The geometry in XYZ format:
```
23
Properties=species:S:1:pos:R:3:forces:R:3
C -3.15684 0.60584 -0.84504 1.10 -1.38 0.21
C -2.29692 1.21737 -1.81758 3.52 1.72 -1.34
C -2.55739 -0.48419 -0.31200 -2.67 0.34 0.76
C 1.16977 1.48964 -1.05121 0.07 -1.01 0.40
C 0.99888 0.54600 -0.05153 -1.08 0.65 -1.15
C -1.08678 1.69844 -1.49980 -1.03 -0.71 0.51
C -1.12558 -0.87445 -0.55149 -0.05 -0.51 -1.17
C 2.07822 0.40246 0.92098 3.69 3.42 0.30
C 1.85143 -0.80705 1.70811 -0.79 -0.11 2.53
C -0.15705 -0.11824 0.26577 0.07 -0.81 1.85
O -0.20323 0.39216 2.94304 0.14 0.38 0.52
O 0.09961 2.15792 -1.53959 -1.34 0.21 -1.40
S 0.03129 -0.74441 2.03630 -0.14 -0.29 -1.87
H -4.13353 1.04491 -0.95221 -0.70 -0.82 1.09
H -2.59642 0.92978 -2.84341 0.50 0.72 0.10
H -3.14046 -1.15933 0.35926 0.53 0.60 -0.53
H 2.13471 1.85758 -1.34049 -0.13 0.67 -0.02
H -1.11054 -1.97816 -0.41706 0.49 0.53 0.30
H -0.76147 -0.69425 -1.58643 -0.76 -0.33 0.35
H 3.04470 0.38879 0.32099 -0.81 -0.29 0.77
H 2.24554 1.38576 1.55928 -0.74 -1.99 -1.03
H 2.13547 -1.65130 1.11704 -0.09 -0.96 0.03
H 2.23402 -0.82155 2.76480 0.20 -0.04 -1.20
```
Positions in Å, forces in eV/Å.